The following is a quantum chemistry calculation of a molecular structure, C23H20BrF6N3O6S2Sn, from OMol25.

```
62
Properties=species:S:1:pos:R:3:forces:R:3
Sn -0.332760 1.477360 -0.072796 0.72 0.68 -0.04
Br 2.491715 1.030095 0.243897 0.55 0.21 0.15
C 3.012220 2.886563 0.309706 -0.01 -0.20 -0.06
C 4.342874 3.172433 0.256437 -0.10 -0.24 0.00
C 4.753935 4.515720 0.312233 0.02 0.14 0.01
C 3.822906 5.502857 0.452698 0.09 -0.03 -0.01
C 2.442420 5.204026 0.535215 0.00 -0.21 -0.05
C 1.496764 6.233274 0.735380 -0.13 0.05 0.01
C 0.172335 5.933167 0.850627 0.14 0.15 -0.01
C -0.263715 4.601195 0.716394 -0.04 -0.35 -0.07
C 0.590291 3.544063 0.484868 -0.24 -0.23 -0.03
C 1.987526 3.854390 0.428167 -0.12 0.03 0.10
H 5.069282 2.375014 0.182362 0.01 0.02 -0.03
H 5.808686 4.748108 0.253134 0.00 0.02 0.01
H 4.128349 6.540518 0.512380 0.00 0.00 0.01
H 1.847042 7.256113 0.804043 0.01 0.00 0.03
H -0.550501 6.719192 1.031315 -0.01 -0.01 -0.01
H -1.323362 4.407023 0.803293 0.01 0.09 0.00
F -4.525442 4.401534 -2.095403 0.02 0.06 0.08
C -4.161023 4.301188 -0.821239 -0.45 -0.22 -0.16
F -5.244718 4.308156 -0.049515 0.09 0.04 -0.04
F -3.400458 5.341073 -0.503998 0.18 -0.13 0.04
S -3.243223 2.713646 -0.581653 -0.55 0.45 -0.42
O -2.173646 2.702528 -1.554204 0.23 0.41 -0.04
O -2.818691 2.702849 0.796249 0.18 0.24 0.36
N -4.393675 1.697832 -0.951641 -0.09 0.10 0.15
S -3.879075 0.215801 -0.841539 0.34 -0.74 0.15
O -2.703993 0.157777 0.004919 -0.08 -0.62 0.00
O -4.900450 -0.747725 -0.603431 -0.39 0.20 -0.18
C -3.232341 -0.220874 -2.547314 -0.05 -0.10 -0.10
F -3.372970 -1.537104 -2.747927 -0.03 0.12 0.10
F -3.914618 0.425732 -3.488632 0.01 -0.03 0.06
F -1.938955 0.068254 -2.675421 -0.11 0.05 0.04
C 0.110797 -5.477825 -1.374020 -0.01 0.11 -0.25
N -0.410564 -4.566468 -0.374513 -0.06 -0.33 0.37
N 0.369970 -3.512561 0.078358 -0.04 0.22 -0.40
C -0.458596 -2.473143 0.499462 0.12 0.14 0.03
O -0.011719 -1.415243 0.968063 -0.06 -0.10 0.28
C -1.790232 -2.942819 0.272457 -0.04 0.02 -0.15
C -1.711740 -4.171476 -0.306584 0.14 0.09 0.26
C -2.798990 -5.034259 -0.836827 0.04 0.04 -0.06
C 1.692764 -3.737557 0.524538 0.09 -0.12 0.12
C 2.646588 -2.741057 0.369631 0.00 0.03 0.00
C 3.938041 -2.955735 0.825527 -0.03 0.03 0.01
C 4.283713 -4.158991 1.421432 0.04 -0.02 0.03
C 3.325366 -5.149913 1.577743 0.02 0.02 -0.01
C 2.028098 -4.941284 1.139310 -0.02 0.04 0.01
H 1.189356 -5.543783 -1.270025 0.00 -0.03 0.03
H -0.124754 -5.140818 -2.387809 0.04 0.02 0.02
H -0.316845 -6.466985 -1.220858 0.01 0.01 0.03
H -2.684839 -2.402447 0.501920 -0.16 0.16 0.00
H -3.761249 -4.583151 -0.608905 0.00 -0.01 -0.01
H -2.756804 -6.031905 -0.398371 -0.02 -0.01 -0.02
H -2.714070 -5.130136 -1.921380 -0.04 -0.04 0.01
H 2.372431 -1.802275 -0.087987 -0.04 -0.07 -0.06
H 4.675410 -2.172323 0.709888 0.01 0.00 0.00
H 5.294124 -4.322731 1.771817 0.00 0.01 -0.01
H 3.581929 -6.084306 2.059384 0.00 0.00 -0.01
H 1.272835 -5.701872 1.288703 -0.03 0.02 -0.03
O -0.642544 0.948711 2.227893 -0.12 0.03 -0.42
H -1.576017 1.202048 2.311170 0.03 -0.14 0.13
H -0.615174 -0.021474 2.061356 -0.07 -0.06 0.04
```
Positions in Å, forces in eV/Å.

Computed properties:
* HOMO-LUMO gap: 8.29 eV
* HOMO energy: -0.2947 Ha
* DFT total energy: -5688.02968 hartree

Listed below, in e, are the natural (NBO) charges computed for each atom: atom 1 (Sn): 1.252, atom 2 (Br): 0.089, atom 3 (C): -0.050, atom 4 (C): -0.240, atom 5 (C): -0.216, atom 6 (C): -0.171, atom 7 (C): -0.080, atom 8 (C): -0.178, atom 9 (C): -0.205, atom 10 (C): -0.236, atom 11 (C): -0.491, atom 12 (C): -0.035, atom 13 (H): 0.225, atom 14 (H): 0.219, atom 15 (H): 0.214, atom 16 (H): 0.210, atom 17 (H): 0.214, atom 18 (H): 0.218, atom 19 (F): -0.300, atom 20 (C): 0.753, atom 21 (F): -0.301, atom 22 (F): -0.302, atom 23 (S): 2.223, atom 24 (O): -0.949, atom 25 (O): -0.953, atom 26 (N): -1.177, atom 27 (S): 2.244, atom 28 (O): -0.991, atom 29 (O): -0.904, atom 30 (C): 0.724, atom 31 (F): -0.316, atom 32 (F): -0.306, atom 33 (F): -0.305, atom 34 (C): -0.422, atom 35 (N): -0.207, atom 36 (N): -0.275, atom 37 (C): 0.630, atom 38 (O): -0.730, atom 39 (C): -0.411, atom 40 (C): 0.268, atom 41 (C): -0.660, atom 42 (C): 0.207, atom 43 (C): -0.230, atom 44 (C): -0.185, atom 45 (C): -0.218, atom 46 (C): -0.199, atom 47 (C): -0.263, atom 48 (H): 0.235, atom 49 (H): 0.202, atom 50 (H): 0.217, atom 51 (H): 0.256, atom 52 (H): 0.250, atom 53 (H): 0.229, atom 54 (H): 0.233, atom 55 (H): 0.230, atom 56 (H): 0.219, atom 57 (H): 0.218, atom 58 (H): 0.218, atom 59 (H): 0.223, atom 60 (O): -0.962, atom 61 (H): 0.512, atom 62 (H): 0.534

The following is a quantum chemistry calculation of a molecular structure, C23H20Cl3N6OPtS2, from OMol25.

```
56
Properties=species:S:1:pos:R:3:forces:R:3
Pt -2.748753 1.868173 -1.832735 -0.33 0.30 0.37
N -2.164681 6.075526 -2.586407 -0.12 -0.02 0.01
C -2.173089 4.736010 -2.638724 0.09 0.10 -0.03
S -3.657573 3.928874 -2.104079 0.11 -0.09 -0.09
N -1.119173 4.129688 -3.121834 -0.17 -0.22 0.11
N -1.241254 2.780814 -3.037332 0.07 0.10 -0.14
C -0.560822 2.012991 -3.796735 0.02 -0.21 0.01
C -0.797415 0.568776 -3.675434 0.01 0.22 -0.01
C -0.035157 -0.361686 -4.363120 0.08 -0.03 0.00
C -0.325359 -1.706838 -4.218552 0.04 -0.01 -0.03
C -1.372195 -2.087585 -3.393210 -0.03 -0.01 0.03
C -2.094656 -1.105732 -2.740773 0.05 0.05 0.01
N -1.820099 0.192320 -2.883042 0.01 -0.16 -0.02
H -3.004675 6.580934 -2.366837 0.03 -0.01 0.01
H -1.382371 6.572445 -2.978227 0.01 0.00 -0.01
H 0.132441 2.416542 -4.526991 0.02 -0.02 0.02
H 0.773462 -0.025138 -4.996376 0.03 0.00 -0.01
H 0.258091 -2.450248 -4.744809 0.00 0.00 0.01
H -1.633794 -3.126934 -3.257563 0.00 0.00 0.00
H -2.913635 -1.349441 -2.077564 -0.02 -0.01 -0.01
Cl 3.826089 -3.313801 6.664498 -0.02 0.01 -0.02
C 2.804616 -2.710090 5.406930 0.03 -0.02 0.04
C 3.226367 -1.642724 4.631267 -0.02 0.01 -0.03
C 2.399064 -1.173492 3.624436 0.01 -0.01 0.00
C 1.160165 -1.753444 3.375177 0.03 0.03 -0.02
C 0.261943 -1.216363 2.283240 0.09 -0.04 -0.11
C -0.774754 -0.265941 2.859721 -0.09 0.18 0.05
N -1.821710 0.026632 1.887269 0.03 -0.15 -0.02
C -3.085618 -0.516274 1.867387 0.06 0.09 0.07
C -3.666444 -0.088061 0.718483 -0.12 -0.09 -0.29
N -2.763215 0.682265 0.020890 0.33 0.19 -0.01
C -1.666947 0.734541 0.758471 -0.08 -0.10 0.07
O 0.966760 -0.454079 1.321814 -0.02 -0.06 0.01
C 1.671942 -1.229917 0.365006 -0.02 0.06 0.06
C 2.348732 -0.290057 -0.584972 -0.09 0.05 0.00
C 3.134762 -0.697592 -1.616883 0.05 -0.05 0.04
Cl 3.479799 -2.327803 -2.025843 -0.01 -0.02 -0.01
S 3.810173 0.602950 -2.501410 -0.07 0.01 -0.16
C 2.996127 1.737394 -1.515503 0.03 0.01 0.07
C 2.271001 1.134386 -0.534676 0.00 -0.05 -0.04
C 0.768168 -2.816133 4.180678 -0.04 -0.04 0.00
Cl -0.784783 -3.570108 3.931629 0.02 0.02 0.00
C 1.573263 -3.306486 5.193044 -0.01 -0.01 0.00
H 4.190560 -1.190507 4.813783 0.00 0.00 0.00
H 2.720436 -0.343989 3.007832 0.00 0.00 0.00
H -0.255946 -2.046208 1.785573 0.03 -0.01 0.04
H -0.272714 0.664232 3.129572 -0.02 -0.02 0.06
H -1.245376 -0.679453 3.748630 0.01 -0.03 -0.02
H -3.455559 -1.131888 2.667820 0.00 0.00 0.02
H -4.658357 -0.280221 0.348893 -0.01 0.02 0.00
H -0.753821 1.244744 0.507769 -0.01 0.02 -0.03
H 0.973805 -1.888193 -0.167681 -0.02 -0.01 -0.02
H 2.410791 -1.871507 0.857738 0.01 -0.01 0.01
H 3.125831 2.793065 -1.690617 -0.01 0.00 0.01
H 1.717445 1.672535 0.219164 0.00 0.01 0.00
H 1.248114 -4.137904 5.801219 0.00 0.00 0.00
```
Positions in Å, forces in eV/Å.

Computed properties:
* HOMO-LUMO gap (alpha / beta): 7.00 / 6.73 eV
* spin multiplicity: 3
* <S²>: 2.010
* HOMO energy (alpha / beta): -0.3803 / -0.4124 Ha
* DFT total energy: -3588.28340 hartree
* total charge: +1

Listed below, in e, are the natural (NBO) charges computed for each atom: atom 1 (Pt): 0.871, atom 2 (N): -0.764, atom 3 (C): 0.294, atom 4 (S): -0.110, atom 5 (N): -0.399, atom 6 (N): -0.250, atom 7 (C): 0.047, atom 8 (C): 0.155, atom 9 (C): -0.207, atom 10 (C): -0.132, atom 11 (C): -0.239, atom 12 (C): 0.066, atom 13 (N): -0.488, atom 14 (H): 0.416, atom 15 (H): 0.418, atom 16 (H): 0.222, atom 17 (H): 0.241, atom 18 (H): 0.241, atom 19 (H): 0.243, atom 20 (H): 0.218, atom 21 (Cl): 0.041, atom 22 (C): -0.015, atom 23 (C): -0.242, atom 24 (C): -0.128, atom 25 (C): -0.130, atom 26 (C): 0.087, atom 27 (C): -0.222, atom 28 (N): -0.316, atom 29 (C): -0.076, atom 30 (C): -0.070, atom 31 (N): -0.579, atom 32 (C): 0.214, atom 33 (O): -0.552, atom 34 (C): -0.080, atom 35 (C): -0.122, atom 36 (C): -0.258, atom 37 (Cl): 0.051, atom 38 (S): 0.492, atom 39 (C): -0.418, atom 40 (C): -0.244, atom 41 (C): 0.000, atom 42 (Cl): 0.002, atom 43 (C): -0.248, atom 44 (H): 0.240, atom 45 (H): 0.225, atom 46 (H): 0.201, atom 47 (H): 0.232, atom 48 (H): 0.239, atom 49 (H): 0.243, atom 50 (H): 0.233, atom 51 (H): 0.234, atom 52 (H): 0.187, atom 53 (H): 0.203, atom 54 (H): 0.250, atom 55 (H): 0.231, atom 56 (H): 0.251

DFT total energy of number 2 (C23H20Cl3N6OPtS2)? -3588.28340 hartree

What is the formula in the first record? C23H20BrF6N3O6S2Sn

Number 2 is which compound? C23H20Cl3N6OPtS2

DFT total energy of number 2 (C23H20Cl3N6OPtS2)? -3588.28340 hartree